{
  "formula": "C11H16GdN2O5",
  "method": "the ωB97M-V functional and the def2-TZVPD basis",
  "elements": ["Gd", "O", "C", "C", "O", "C", "O", "C", "O", "C", "H", "H", "C", "H", "H", "C", "N", "C", "C", "O", "N", "C", "C", "H", "H", "H", "H", "H", "H", "H", "H", "H", "H", "H", "H"],
  "positions_angstrom": [[1.304, -0.915, -0.416], [2.695, -1.145, 2.950], [2.272, -1.071, 1.878], [0.581, -0.929, -2.883], [0.257, -0.921, -3.992], [0.490, -3.313, -0.215], [0.044, -4.379, -0.078], [2.984, 0.943, -0.953], [3.725, 1.814, -1.168], [4.287, -2.761, -0.861], [4.820, -1.910, -0.435], [3.880, -3.485, -0.154], [3.834, -2.711, -2.104], [3.051, -3.394, -2.435], [3.990, -1.817, -2.710], [-2.253, -1.243, 0.574], [-2.431, 0.198, 0.802], [-3.766, 0.661, 1.245], [-1.365, 0.952, 0.521], [-0.304, 0.298, 0.118], [-1.198, 2.287, 0.573], [-2.226, 3.286, 0.899], [0.123, 2.795, 0.169], [-3.193, -1.768, 0.774], [-1.486, -1.669, 1.244], [-1.955, -1.463, -0.466], [-3.645, 1.271, 2.166], [-4.241, 1.247, 0.426], [-4.358, -0.250, 1.453], [-2.033, 3.691, 1.922], [-2.143, 4.094, 0.138], [-3.197, 2.768, 0.842], [0.943, 2.420, 0.807], [0.387, 2.527, -0.870], [0.128, 3.891, 0.239]],
  "forces_ev_per_angstrom": [[-0.4, 0.4, -0.4], [-1.9, 0.4, -4.9], [2.5, -0.4, 6.3], [-1.7, 0.0, -5.9], [1.4, 0.0, 5.0], [-2.8, -6.6, 0.9], [2.3, 5.5, -0.7], [4.5, 5.3, -1.3], [-3.9, -4.6, 1.1], [-0.7, 0.9, 2.3], [0.6, -0.5, -0.1], [0.7, -0.3, -0.2], [-2.0, 1.0, -1.2], [0.6, -0.3, -0.3], [0.5, -0.5, -0.3], [-0.1, -0.4, 0.0], [0.5, -0.3, -0.3], [-0.2, 0.2, 0.1], [-0.5, 1.3, 0.2], [1.1, -0.8, -0.3], [0.4, -1.2, -0.3], [-0.2, 0.2, 0.2], [0.5, 0.3, 0.0], [0.3, 0.2, -0.1], [-0.3, 0.2, 0.0], [-0.3, 0.2, 0.2], [-0.4, -0.5, -0.6], [0.1, -0.6, 0.7], [0.2, 0.8, 0.0], [-0.3, -0.2, -0.8], [-0.3, -0.6, 0.6], [0.6, 1.0, 0.1], [-0.5, 0.2, 0.1], [-0.4, 0.2, 0.3], [-0.1, -0.4, 0.0]],
  "e_homo_ev": [-18.70, -18.70],
  "multiplicity": 8,
  "s_squared": 16.05,
  "gap_ha": [0.2142, 0.0946],
  "charge": 3,
  "mol_weight_g_mol": 413.5
}